Run i
{
  "formula": "C18H28O2",
  "method": "ωB97M-V with the def2-TZVPD basis set",
  "species": ["O", "C", "O", "H", "C", "C", "C", "C", "C", "C", "C", "C", "C", "C", "H", "H", "C", "C", "C", "C", "C", "C", "C", "H", "H", "H", "H", "H", "H", "H", "H", "H", "H", "H", "H", "H", "H", "H", "H", "H", "H", "H", "H", "H", "H", "H", "H", "H"],
  "positions_angstrom": [[7.413, 1.590, 0.607], [6.912, 0.928, -0.261], [7.568, -0.074, -0.865], [8.465, -0.159, -0.505], [5.522, 1.101, -0.816], [4.493, 1.280, 0.303], [4.394, 0.068, 1.231], [4.009, -1.246, 0.546], [2.691, -1.209, -0.228], [1.480, -0.897, 0.649], [0.172, -1.006, -0.131], [-1.036, -0.665, 0.740], [-2.376, -0.881, 0.037], [-2.611, 0.085, -1.122], [-1.873, -0.091, -1.905], [-2.489, 1.110, -0.765], [-4.013, -0.074, -1.727], [-5.085, 0.314, -0.750], [-5.832, -0.647, -0.082], [-6.797, -0.280, 0.840], [-7.028, 1.058, 1.107], [-6.291, 2.026, 0.445], [-5.328, 1.655, -0.476], [-4.759, 2.414, -0.993], [-6.469, 3.072, 0.646], [-7.782, 1.346, 1.825], [-7.370, -1.040, 1.351], [-5.657, -1.694, -0.287], [-4.085, 0.561, -2.614], [-4.152, -1.111, -2.040], [-2.428, -1.908, -0.332], [-3.178, -0.749, 0.768], [-0.965, 0.375, 1.067], [-1.008, -1.292, 1.635], [0.213, -0.330, -0.987], [0.063, -2.024, -0.515], [1.566, 0.113, 1.053], [1.458, -1.591, 1.492], [2.752, -0.476, -1.035], [2.542, -2.188, -0.692], [3.939, -2.018, 1.317], [4.808, -1.547, -0.136], [5.359, -0.073, 1.723], [3.665, 0.293, 2.011], [3.520, 1.491, -0.142], [4.786, 2.145, 0.901], [5.534, 2.001, -1.437], [5.287, 0.248, -1.451]],
  "total_charge": 0,
  "e_homo_ev": -9.05,
  "smiles": "O=C(O)CCCCCCCCCCCc1ccccc1"
}

=====

Run ii
{
  "formula": "C18H28O2",
  "method": "ωB97M-V with the def2-TZVPD basis set",
  "species": ["O", "C", "O", "H", "C", "C", "C", "C", "C", "C", "C", "C", "C", "C", "H", "H", "C", "C", "C", "C", "C", "C", "C", "H", "H", "H", "H", "H", "H", "H", "H", "H", "H", "H", "H", "H", "H", "H", "H", "H", "H", "H", "H", "H", "H", "H", "H", "H"],
  "positions_angstrom": [[-4.532, -2.474, 0.709], [-5.385, -1.776, 0.448], [-6.348, -1.983, -0.451], [-6.248, -2.942, -0.900], [-5.786, -0.641, 1.002], [-5.763, 0.631, 0.233], [-4.438, 0.694, -0.343], [-3.210, 1.072, 0.335], [-1.935, 1.345, -0.380], [-0.678, 1.484, 0.671], [0.519, 2.153, 0.006], [1.048, 1.030, -1.099], [1.591, -0.557, -0.442], [2.277, -1.260, -1.252], [1.622, -1.495, -2.304], [2.272, -2.351, -0.670], [3.693, -1.064, -1.677], [4.553, -0.837, -0.477], [5.250, -1.815, -0.051], [5.950, -1.782, 1.229], [6.225, -0.595, 1.568], [5.607, 0.646, 1.254], [4.885, 0.568, 0.054], [4.407, 1.400, -0.261], [5.947, 1.691, 1.277], [7.006, -0.493, 2.507], [6.416, -2.909, 1.540], [4.960, -2.729, -0.445], [3.969, -1.678, -2.320], [3.628, 0.015, -2.181], [2.252, -0.049, 0.455], [0.652, -0.893, -0.052], [2.053, 1.429, -1.454], [0.402, 0.598, -1.805], [0.362, 2.822, -0.546], [1.372, 2.360, 0.791], [-0.523, 0.622, 1.079], [-0.992, 2.332, 1.660], [-1.689, 0.518, -0.924], [-2.111, 2.337, -0.816], [-2.977, 0.094, 1.248], [-3.559, 1.974, 1.343], [-4.258, -0.133, -1.052], [-4.438, 1.511, -1.192], [-6.008, 1.700, 0.664], [-6.329, 0.546, -0.590], [-6.741, -0.610, 1.603], [-4.968, -0.501, 2.010]],
  "total_charge": 0,
  "e_homo_ev": -8.80
}

=====

Question: which arrangement is favored energetically? Ranking from most to least stable: run i, run ii.

=====

Run i
{
  "formula": "C7H28O7",
  "method": "ωB97M-V with the def2-TZVPD basis set",
  "species": ["C", "O", "H", "H", "H", "H", "C", "O", "H", "H", "H", "H", "C", "O", "H", "H", "H", "H", "C", "O", "H", "H", "H", "H", "C", "O", "H", "H", "H", "H", "C", "O", "H", "H", "H", "H", "C", "O", "H", "H", "H", "H"],
  "positions_angstrom": [[1.226, 1.990, 3.964], [0.112, 2.243, 3.128], [1.816, 2.893, 4.143], [0.836, 1.626, 4.912], [1.889, 1.222, 3.549], [0.423, 2.663, 2.317], [-2.177, 0.001, 2.184], [-2.574, -1.237, 2.774], [-1.093, 0.075, 2.212], [-2.510, 0.068, 1.142], [-2.552, 0.860, 2.743], [-3.493, -1.164, 3.039], [1.026, 3.818, -0.499], [0.693, 3.947, 0.879], [2.066, 3.512, -0.636], [0.408, 3.031, -0.931], [0.815, 4.738, -1.044], [0.931, 4.834, 1.159], [-0.821, 0.612, -4.115], [-2.067, -0.077, -4.058], [-0.871, 1.579, -3.605], [-0.027, 0.025, -3.647], [-0.592, 0.783, -5.163], [-2.515, 0.161, -3.243], [1.041, -3.309, -2.416], [2.050, -2.292, -2.368], [0.116, -2.841, -2.095], [0.913, -3.695, -3.429], [1.274, -4.146, -1.754], [2.889, -2.671, -2.645], [0.230, 0.229, -0.457], [1.580, 0.083, -0.858], [-0.137, -0.657, 0.067], [0.158, 1.080, 0.218], [-0.418, 0.403, -1.327], [1.683, -0.807, -1.226], [-0.233, -3.404, 0.890], [-0.587, -3.321, 2.250], [-1.051, -3.092, 0.226], [0.652, -2.797, 0.654], [-0.006, -4.448, 0.677], [-1.103, -2.519, 2.390]],
  "total_charge": 0,
  "e_homo_ev": -9.84,
  "smiles": "CO.CO.CO.CO.CO.CO.CO"
}

=====

Run ii
{
  "formula": "C7H28O7",
  "method": "ωB97M-V with the def2-TZVPD basis set",
  "species": ["C", "O", "H", "H", "H", "H", "C", "O", "H", "H", "H", "H", "C", "O", "H", "H", "H", "H", "C", "O", "H", "H", "H", "H", "C", "O", "H", "H", "H", "H", "C", "O", "H", "H", "H", "H", "C", "O", "H", "H", "H", "H"],
  "positions_angstrom": [[-1.588, -3.307, 6.215], [-2.623, -3.675, 5.354], [-1.951, -2.882, 7.152], [-0.975, -4.202, 6.315], [-0.945, -2.631, 5.652], [-3.328, -3.984, 5.928], [-6.014, -1.492, 1.380], [-6.814, -1.336, 0.199], [-6.630, -2.169, 1.972], [-5.046, -1.926, 1.128], [-5.861, -0.608, 1.999], [-6.711, -2.113, -0.356], [6.606, 1.240, -0.855], [5.487, 1.672, -1.614], [6.260, 0.560, -0.077], [7.322, 0.765, -1.526], [6.966, 2.103, -0.295], [4.829, 1.998, -0.997], [-2.012, 3.194, 4.598], [-0.801, 3.894, 4.361], [-2.866, 3.795, 4.284], [-1.954, 2.303, 3.973], [-2.126, 2.867, 5.631], [-0.759, 4.539, 5.071], [6.448, -1.719, -5.857], [5.201, -1.353, -5.456], [6.324, -2.176, -6.839], [7.068, -0.836, -6.005], [6.950, -2.448, -5.220], [5.387, -0.657, -4.821], [0.694, 0.758, 0.447], [1.058, 2.124, 0.549], [-0.387, 0.680, 0.330], [1.145, 0.256, -0.408], [0.952, 0.199, 1.347], [0.721, 2.366, 1.415], [-3.211, 0.627, -5.507], [-3.661, 1.411, -6.672], [-4.042, 0.053, -5.097], [-2.295, 0.059, -5.665], [-2.986, 1.278, -4.662], [-3.833, 0.772, -7.368]],
  "total_charge": 0,
  "e_homo_ev": -10.21,
  "smiles": "CO.CO.CO.CO.CO.CO.CO"
}

=====

Question: which arrangement is favored energetically? Ranking from most to least stable: run i, run ii.

=====

Run i
{
  "formula": "C2H2BrI",
  "method": "ωB97M-V with the def2-TZVPD basis set",
  "species": ["C", "C", "Br", "I", "H", "H"],
  "positions_angstrom": [[-0.436, -0.775, -0.047], [-0.052, 0.507, -0.118], [-0.809, 1.968, -0.807], [2.647, 0.708, 0.937], [0.254, -1.466, 0.181], [-1.603, -0.942, -0.146]],
  "total_charge": 0,
  "e_homo_ev": [-9.44, -9.29]
}

=====

Run ii
{
  "formula": "C2H2BrI",
  "method": "ωB97M-V with the def2-TZVPD basis set",
  "species": ["C", "C", "Br", "I", "H", "H"],
  "positions_angstrom": [[-1.237, 0.306, 0.373], [1.145, -0.087, -0.569], [1.590, -1.797, -0.082], [2.199, 1.457, 0.166], [-2.086, 0.829, -0.174], [-1.611, -0.709, 0.286]],
  "total_charge": 0,
  "e_homo_ev": [-8.59, -8.70]
}

=====

Question: which arrangement is favored energetically? Ranking from most to least stable: run i, run ii.

=====

Run i
{
  "formula": "CH2O2S3",
  "method": "ωB97M-V with the def2-TZVPD basis set",
  "species": ["C", "O", "O", "S", "S", "S", "H", "H"],
  "positions_angstrom": [[-0.464, 0.741, 0.015], [2.708, -1.125, 0.299], [4.482, 0.095, -0.819], [0.769, 1.797, 0.126], [-0.393, -0.973, -0.004], [3.691, -0.066, 0.359], [-1.485, 1.095, -0.066], [0.944, -1.116, 0.082]],
  "total_charge": 0,
  "e_homo_ev": -9.06
}

=====

Run ii
{
  "formula": "CH2O2S3",
  "method": "ωB97M-V with the def2-TZVPD basis set",
  "species": ["C", "O", "O", "S", "S", "S", "H", "H"],
  "positions_angstrom": [[1.758, -0.749, 0.630], [0.962, -0.923, -2.205], [0.346, 1.038, -0.883], [0.600, -1.280, 1.429], [-2.092, 0.903, 1.057], [1.400, 0.237, -1.425], [-1.706, -0.389, 1.211], [-1.268, 1.162, 0.187]],
  "total_charge": 0,
  "e_homo_ev": -9.71
}

=====

Question: which arrangement is favored energetically? Ranking from most to least stable: run i, run ii.

=====

Run i
{
  "formula": "F2HOPS",
  "method": "ωB97M-V with the def2-TZVPD basis set",
  "species": ["O", "F", "F", "P", "S", "H"],
  "positions_angstrom": [[-2.191, 0.173, -0.095], [1.366, 1.056, 0.879], [0.818, 0.632, -1.527], [0.679, -0.109, -0.105], [1.543, -1.848, -0.104], [-2.216, 0.096, 0.952]],
  "total_charge": 0,
  "e_homo_ev": [-10.40, -10.40]
}

=====

Run ii
{
  "formula": "F2HOPS",
  "method": "ωB97M-V with the def2-TZVPD basis set",
  "species": ["O", "F", "F", "P", "S", "H"],
  "positions_angstrom": [[1.172, -0.387, -0.099], [-0.574, -0.400, 1.585], [-1.031, -1.299, -0.517], [-0.338, 0.015, 0.062], [-0.915, 1.748, -0.551], [1.686, 0.323, -0.481]],
  "total_charge": 0,
  "e_homo_ev": -10.40,
  "smiles": "OP(F)(F)=S"
}

=====

Run iii
{
  "formula": "F2HOPS",
  "method": "ωB97M-V with the def2-TZVPD basis set",
  "species": ["O", "F", "F", "P", "S", "H"],
  "positions_angstrom": [[0.734, 1.062, 0.114], [0.522, -1.244, 0.995], [0.191, -0.831, -1.333], [-0.310, -0.105, 0.282], [-2.162, 0.265, 0.732], [1.025, 0.853, -0.790]],
  "total_charge": 0,
  "e_homo_ev": -10.69,
  "smiles": "OP(F)(F)=S"
}

=====

Question: which arrangement is favored energetically? Ranking from most to least stable: run ii, run iii, run i.